Computed, not measured: 7 unconnected molecules or ions with the total composition C28H35N7, with wB97M-V/def2-TZVPD.

Geometry (Å):
N -3.67 2.90 -4.99
C -3.23 3.62 -6.09
C -1.88 3.72 -6.06
C -1.43 2.91 -4.96
C -2.55 2.55 -4.26
H -4.58 2.92 -4.57
H -3.98 4.19 -6.63
H -1.24 4.20 -6.78
H -0.44 2.69 -4.62
H -2.62 2.07 -3.30
N -0.31 -1.18 0.54
C 0.22 -1.90 -0.49
C 0.16 -1.26 -1.68
C -0.55 -0.06 -1.39
C -0.75 0.00 -0.03
H -0.20 -1.42 1.51
H 0.61 -2.88 -0.23
H 0.46 -1.46 -2.70
H -0.96 0.70 -2.04
H -1.23 0.74 0.59
N 3.07 -3.64 -2.09
C 3.39 -4.07 -0.81
C 2.81 -5.32 -0.64
C 2.26 -5.71 -1.87
C 2.48 -4.67 -2.74
H 3.17 -2.69 -2.41
H 3.86 -3.35 -0.16
H 2.65 -5.84 0.29
H 1.79 -6.67 -1.99
H 2.19 -4.56 -3.77
N -4.02 0.72 0.75
C -4.35 0.79 2.07
C -5.44 1.59 2.20
C -5.72 2.16 0.94
C -4.81 1.63 0.05
H -3.17 0.33 0.39
H -3.73 0.31 2.82
H -5.97 1.81 3.12
H -6.46 2.84 0.56
H -4.59 1.70 -1.00
N -2.24 2.73 3.59
C -2.50 2.08 4.79
C -1.54 1.10 4.94
C -0.64 1.22 3.87
C -1.14 2.17 3.03
H -2.77 3.51 3.26
H -3.33 2.41 5.40
H -1.52 0.39 5.75
H 0.32 0.74 3.81
H -0.74 2.66 2.15
N 2.47 -0.98 4.64
C 1.39 -1.84 4.86
C 1.28 -2.55 3.69
C 2.23 -2.08 2.78
C 3.00 -1.15 3.40
H 2.70 -0.21 5.25
H 0.74 -1.67 5.70
H 0.55 -3.32 3.45
H 2.28 -2.43 1.76
H 3.83 -0.57 3.01
N 5.00 1.66 -2.05
C 5.32 0.94 -0.94
C 4.39 -0.06 -0.74
C 3.48 0.08 -1.84
C 3.91 1.07 -2.67
H 5.47 2.46 -2.42
H 6.15 1.19 -0.30
H 4.36 -0.80 0.03
H 2.70 -0.61 -2.12
H 3.59 1.44 -3.63

- Structure (SMILES): c1cc[nH]c1.c1cc[nH]c1.c1cc[nH]c1.c1cc[nH]c1.c1cc[nH]c1.c1cc[nH]c1.c1cc[nH]c1
- Net charge: 0
- Highest occupied orbital energy: -8.1 eV
- Total energy: -1471.13277 Eh

Computed, not measured: a molecular structure, C28H36Cl3GeN5ORu, with wB97M-V/def2-TZVPD.

Geometry (Å):
Ru -0.31 -0.24 -0.15
C -1.94 0.62 -2.41
N -1.22 -0.59 -1.95
C -0.10 -0.98 -2.84
C 0.73 -2.01 -2.12
C 1.27 -3.06 -2.76
C 1.93 -4.07 -1.97
C 2.10 -3.89 -0.65
C 1.74 -2.60 -0.01
N 0.83 -1.78 -0.77
C -2.15 -1.72 -1.73
C -2.82 -1.56 -0.40
C -4.07 -2.06 -0.09
C -4.56 -1.94 1.20
C -3.78 -1.30 2.15
C -2.55 -0.80 1.77
N -2.07 -0.93 0.53
C -1.52 1.88 -1.70
C -1.61 3.10 -2.33
C -1.36 4.25 -1.59
C -1.10 4.14 -0.25
C -1.05 2.87 0.35
N -1.18 1.76 -0.39
H -3.01 0.48 -2.21
H -1.84 0.74 -3.49
H 0.48 -0.07 -3.03
H -0.46 -1.36 -3.80
H 1.16 -3.18 -3.83
H 2.24 -5.00 -2.44
H 2.53 -4.66 -0.02
H 1.34 -2.75 0.99
H -1.55 -2.63 -1.72
H -2.88 -1.81 -2.54
H -4.65 -2.56 -0.87
H -5.53 -2.33 1.46
H -4.12 -1.17 3.16
H -1.91 -0.26 2.46
H -1.87 3.14 -3.38
H -1.40 5.22 -2.07
H -0.95 5.01 0.37
H -0.31 3.49 2.26
C 2.86 0.94 2.67
C 1.91 0.32 3.71
C 1.06 -0.59 2.85
O 0.86 0.16 1.64
C 1.99 1.04 1.42
H 3.70 0.27 2.49
H 3.25 1.90 2.98
H 1.29 1.09 4.18
H 2.44 -0.22 4.49
H 0.08 -0.82 3.27
H 1.58 -1.53 2.63
H 1.59 2.05 1.27
H 2.52 0.71 0.52
C -2.92 2.07 4.26
Ge -2.79 3.05 2.58
C -4.10 2.44 1.26
C -3.00 4.96 2.88
C -0.97 2.74 1.82
H -3.86 2.29 4.77
H -2.10 2.36 4.93
H -2.87 0.99 4.11
H -5.11 2.57 1.66
H -3.97 1.39 1.00
H -4.02 3.04 0.35
H -3.97 5.17 3.34
H -2.96 5.51 1.94
H -2.23 5.34 3.54
H -0.62 1.75 2.10
Cl 3.09 -3.95 2.69
C 4.45 -3.01 1.96
Cl 5.53 -4.11 1.12
Cl 5.29 -2.19 3.29
C 3.98 -1.99 0.97
N 3.03 -1.79 0.25

- Expectation value of S²: 0.758
- Net charge: +1
- Spin multiplicity: 2
- Highest occupied orbital energy (alpha / beta): -9.0 / -9.6 eV
- Total energy: -4989.67692 Eh

Computed, not measured: a molecular structure, C28H36ClN8Pd, with wB97M-V/def2-TZVPD.

Geometry (Å):
Pd -0.85 1.38 0.54
C 4.60 1.20 0.85
C 4.93 0.32 -0.18
C 4.01 -0.61 -0.59
C 2.75 -0.68 0.05
N 2.44 0.17 1.04
C 3.34 1.09 1.41
C -0.23 -0.83 -1.22
C -0.73 -1.92 -1.94
C -1.73 -2.75 -1.47
C -2.39 -2.45 -0.29
C -2.09 -1.25 0.33
C -1.05 -0.46 -0.14
H 5.29 1.96 1.20
H 5.90 0.37 -0.65
H 4.22 -1.29 -1.40
H 3.04 1.76 2.20
H -0.28 -2.12 -2.92
H -2.03 -3.61 -2.06
H -3.18 -3.09 0.09
H -2.67 -0.94 1.19
C -1.39 3.98 0.81
N -1.73 4.24 -0.56
C -2.84 5.15 -0.83
C -2.90 5.07 -2.34
N -2.47 3.69 -2.59
C -2.36 3.30 -3.99
C -1.70 3.27 -1.54
N -1.02 2.18 -1.38
C -0.78 1.23 -2.47
C 0.34 0.29 -2.05
N 1.81 -1.58 -0.42
C 1.74 -2.82 -0.05
N 1.87 -3.86 -0.92
C 2.24 -3.76 -2.30
C 1.60 -5.14 -0.29
C 1.33 -4.77 1.17
N 1.45 -3.32 1.17
C 1.08 -2.54 2.32
H -1.26 4.92 1.34
H -0.41 3.47 0.86
H -2.15 3.39 1.33
H -2.62 6.15 -0.46
H -3.76 4.79 -0.37
H -2.20 5.78 -2.80
H -3.90 5.24 -2.75
H -3.13 3.84 -4.53
H -2.54 2.24 -4.12
H -1.39 3.58 -4.42
H -0.48 1.75 -3.38
H -1.68 0.65 -2.67
H 1.10 0.87 -1.51
H 0.83 -0.13 -2.94
H 2.42 -2.71 -2.53
H 1.44 -4.13 -2.95
H 3.15 -4.34 -2.49
H 2.47 -5.80 -0.41
H 0.74 -5.63 -0.76
H 2.04 -5.22 1.87
H 0.32 -5.05 1.48
H 1.78 -2.69 3.14
H 0.07 -2.81 2.65
H 1.09 -1.49 2.02
Cl 1.48 -0.46 5.38
C 0.04 -0.03 4.55
C -1.20 -0.17 5.14
C -2.32 0.19 4.41
C -2.16 0.66 3.12
N -0.95 0.78 2.55
C 0.13 0.46 3.25
H -1.28 -0.55 6.15
H -3.31 0.10 4.83
H -3.01 0.94 2.51
H 1.08 0.56 2.75

- Net charge: +1
- Highest occupied orbital energy: -9.7 eV
- Total energy: -2114.45228 Eh

Computed, not measured: a single C28H36F3N3O4S molecule, with wB97M-V/def2-TZVPD.

Geometry (Å):
C 0.42 6.44 -1.91
C 1.78 5.73 -2.10
C 1.81 4.74 -3.28
C 1.06 3.41 -3.04
C 1.66 2.56 -1.88
C 0.56 1.75 -1.17
C 0.31 0.42 -1.47
S 1.29 -0.36 -2.74
O 1.54 0.50 -3.86
O 0.73 -1.59 -3.22
C 2.98 -0.84 -2.06
F 2.91 -2.00 -1.38
F 3.47 0.07 -1.21
F 3.79 -1.07 -3.09
C -0.73 -0.29 -0.71
C -1.04 -1.76 -0.97
C 0.15 -2.73 -0.62
C -0.35 -3.78 0.40
N 0.62 -4.86 0.50
C 0.47 -5.66 1.72
C 1.46 -5.32 2.84
C 2.62 -4.57 2.71
C 3.48 -4.33 3.77
C 3.20 -4.82 5.04
C 2.03 -5.56 5.18
C 1.18 -5.82 4.12
O 0.04 -6.57 4.35
C -1.44 0.38 0.25
C -2.50 -0.34 1.08
C -3.91 -0.37 0.40
C -4.18 0.72 -0.64
O -4.38 1.96 0.01
C -4.10 3.05 -0.85
C -1.19 1.77 0.55
N -1.94 2.34 1.55
C -1.63 3.61 1.70
C -0.65 4.32 0.95
N 0.09 3.76 0.03
C -0.20 2.43 -0.17
H 0.48 7.05 -0.99
H 0.23 7.07 -2.79
H -0.38 5.69 -1.81
H 2.07 5.28 -1.14
H 2.52 6.53 -2.33
H 1.28 5.23 -4.12
H 2.84 4.56 -3.62
H -0.01 3.57 -2.84
H 1.16 2.83 -3.97
H 2.13 3.20 -1.12
H 2.45 1.92 -2.28
H -1.24 -1.86 -2.05
H -1.94 -2.12 -0.46
H 0.89 -2.10 -0.10
H 0.56 -3.20 -1.52
H -1.32 -4.16 0.02
H -0.49 -3.24 1.37
H 1.56 -4.54 0.35
H -0.55 -5.52 2.10
H 0.62 -6.72 1.47
H 2.90 -4.18 1.73
H 4.40 -3.76 3.63
H 3.86 -4.65 5.89
H 1.81 -5.97 6.17
H -0.32 -6.25 5.18
H -2.59 0.14 2.06
H -2.21 -1.38 1.29
H -4.14 -1.38 0.01
H -4.65 -0.21 1.20
H -5.15 0.47 -1.12
H -3.44 0.76 -1.46
H -4.84 3.12 -1.67
H -3.06 2.96 -1.21
H -4.15 3.98 -0.25
H -2.19 4.17 2.46
H -0.50 5.39 1.15

- Structure (SMILES): CCCCCc1c(S(=O)(=O)C(F)(F)F)c(CCCNCc2ccccc2O)c(CCCOC)c2nccnc12
- Net charge: 0
- Highest occupied orbital energy: -8.7 eV
- Total energy: -2251.48371 Eh

Computed, not measured: a molecular structure, C28H36F8InO26P2S, with wB97M-V/def2-TZVPD.

Geometry (Å):
C 4.02 -1.46 -0.05
C 3.73 0.06 -0.09
In 1.74 0.55 -0.91
C 2.01 2.07 -2.56
C 2.11 3.39 -1.90
O 2.95 3.61 -1.08
P 0.46 -1.43 -1.84
O 0.38 -2.53 -0.80
P 0.34 1.62 0.92
S 0.18 0.49 2.54
H 5.00 -1.65 0.39
H 3.27 -2.00 0.52
H 3.97 -1.86 -1.06
H 3.77 0.45 0.93
H 4.53 0.51 -0.67
H 1.10 2.07 -3.16
H 2.86 1.88 -3.21
H 1.33 4.13 -2.18
H -0.86 -1.00 -2.16
H 1.02 -1.94 -3.05
H 0.95 2.86 1.27
H -0.95 1.92 0.42
C -4.64 -1.42 -2.11
C -4.16 -2.61 -2.90
O -3.46 -2.02 -3.98
C -3.00 -0.81 -3.52
O -2.13 -0.19 -4.01
O -3.62 -0.46 -2.37
F -5.18 -3.36 -3.37
H -5.60 -1.05 -2.48
H -4.72 -1.62 -1.05
H -3.47 -3.26 -2.35
C 4.93 6.92 0.37
C 3.59 6.58 -0.23
O 3.24 7.79 -0.90
C 4.41 8.38 -1.26
O 4.50 9.26 -2.06
O 5.45 7.84 -0.60
F 2.66 6.34 0.73
H 4.83 7.42 1.33
H 5.57 6.05 0.48
H 3.60 5.75 -0.94
C -5.65 -7.89 -4.79
C -4.19 -7.63 -5.03
O -3.89 -6.64 -4.06
C -4.75 -6.85 -3.01
O -4.62 -6.38 -1.93
O -5.77 -7.66 -3.38
F -3.97 -7.11 -6.26
H -6.29 -7.19 -5.33
H -5.95 -8.91 -5.04
H -3.54 -8.49 -4.88
C -2.33 -0.80 2.00
C -2.59 -2.24 1.62
O -4.02 -2.31 1.65
C -4.47 -1.06 1.35
O -5.59 -0.81 1.00
O -3.50 -0.15 1.46
F -2.08 -3.11 2.52
H -2.29 -0.67 3.08
H -1.42 -0.40 1.56
H -2.24 -2.51 0.62
C -7.49 -0.14 3.42
C -7.61 -0.70 4.81
O -8.55 0.16 5.42
C -9.36 0.62 4.42
O -10.40 1.15 4.60
O -8.81 0.39 3.21
F -6.43 -0.62 5.49
H -6.76 0.67 3.36
H -7.24 -0.89 2.68
H -7.97 -1.73 4.86
C 2.19 -3.08 4.18
C 1.40 -4.21 4.79
O 0.33 -3.53 5.43
C 0.12 -2.38 4.72
O -0.84 -1.70 4.79
O 1.17 -2.12 3.90
F 2.11 -4.89 5.72
H 2.91 -2.66 4.88
H 2.71 -3.37 3.27
H 0.99 -4.92 4.06
C 7.01 10.72 -2.25
C 7.85 11.96 -2.27
O 8.74 11.74 -1.19
C 8.89 10.38 -1.07
O 9.75 9.86 -0.46
O 7.93 9.73 -1.77
F 7.12 13.08 -2.01
H 6.17 10.80 -1.57
H 6.63 10.45 -3.24
H 8.43 12.11 -3.18
C 1.42 -5.85 0.09
C 2.92 -5.80 0.20
O 3.13 -4.83 1.20
C 2.03 -4.87 2.02
O 1.98 -4.38 3.10
O 1.02 -5.55 1.43
F 3.49 -5.38 -0.95
H 1.03 -5.09 -0.59
H 1.05 -6.83 -0.21
H 3.38 -6.74 0.51

- Net charge: -1
- Highest occupied orbital energy: -5.0 eV
- Total energy: -5114.59676 Eh

Computed, not measured: a molecular structure, C28H36GdN4, with wB97M-V/def2-TZVPD.

Geometry (Å):
Gd 0.61 1.32 -0.09
N -0.91 2.81 -0.90
N -2.65 0.43 -1.00
C 1.36 0.06 2.03
C 0.15 0.71 2.42
C 0.36 2.12 2.39
C -0.65 3.17 2.67
H -1.61 2.72 2.96
H -0.83 3.82 1.80
H -0.32 3.82 3.50
C 1.72 2.35 2.02
C 2.36 3.69 1.92
H 2.68 4.06 2.91
H 1.66 4.43 1.51
H 3.25 3.67 1.27
C 2.34 1.08 1.80
C 3.74 0.85 1.32
H 4.07 1.70 0.70
H 3.80 -0.06 0.71
H 4.46 0.75 2.14
C -1.14 0.06 2.78
H -1.59 0.51 3.68
H -1.01 -1.02 2.97
H -1.88 0.16 1.96
C 1.55 -1.40 1.82
H 1.80 -1.61 0.76
H 0.62 -1.95 2.03
H 2.35 -1.84 2.43
C -0.08 3.79 -1.38
H 0.94 3.86 -0.97
C -0.52 4.69 -2.34
H 0.18 5.43 -2.75
C -1.84 4.64 -2.78
H -2.17 5.29 -3.59
C -2.72 3.72 -2.24
H -3.77 3.63 -2.55
C -2.25 2.79 -1.28
C -3.07 1.72 -0.77
H -3.62 1.86 0.19
C -1.37 -0.09 -0.65
C -3.42 -0.53 -1.68
H -4.39 -0.28 -2.07
C -2.70 -1.65 -1.71
H -2.96 -2.61 -2.10
N -1.50 -1.41 -1.04
C -0.66 -2.50 -0.71
C -1.10 -3.38 0.30
C -0.41 -4.58 0.51
H -0.77 -5.27 1.29
C 0.70 -4.91 -0.27
C 1.43 -6.20 -0.03
H 2.43 -6.02 0.37
H 1.54 -6.74 -0.97
H 0.87 -6.82 0.67
C 1.10 -4.05 -1.28
H 1.94 -4.34 -1.93
C 0.44 -2.84 -1.53
C 0.83 -2.02 -2.72
H 0.02 -1.89 -3.45
H 1.66 -2.54 -3.24
H 1.22 -1.03 -2.47
C -2.36 -3.13 1.09
H -3.27 -3.26 0.48
H -2.38 -2.13 1.56
H -2.39 -3.86 1.91
N 1.92 1.52 -2.33
H 2.30 2.47 -2.46
H 1.21 1.40 -3.04
H 2.70 0.89 -2.56

- Expectation value of S²: 15.811
- Net charge: -1
- Spin multiplicity: 8
- Highest occupied orbital energy (alpha / beta): -0.4 / -1.8 eV
- Total energy: -2073.04093 Eh